# C18H22NO3

A 2-piece molecular cluster, C18H22NO3 overall at a distorted geometry (wB97M-V/def2-TZVPD, OMol25).

Results
total charge = +1
Kohn-Sham gap = 0.144 Ha
maximum force = 4.25 eV/A

Last column: natural (NBO) charge in e.
Cartesian coordinates (Å):
H1 4.41134 3.31364 1.23907  0.2127
H2 0.70920 1.10418 3.12784  0.2104
N1 0.13530 -0.91466 2.83163  -0.2151
C1 1.02330 0.15211 2.74765  -0.3243
C2 -1.68669 -3.00117 2.96834  -0.2124
H3 -5.71063 0.33120 -3.44154  0.2549
C3 5.00959 2.40212 1.29306  -0.6294
C4 2.29134 0.09972 2.13472  0.7046
H4 -1.42716 0.30322 3.56452  0.2245
H5 4.66029 0.26166 1.53211  0.2010
H6 1.50021 -2.34664 2.13924  0.2782
C5 -3.27672 -0.71404 -2.46081  -0.2426
H7 3.69384 1.01025 0.26007  0.1400
C6 -2.92691 1.66038 -2.53824  -0.2239
C7 -3.80546 0.57555 -2.51631  0.1469
C8 -2.05499 -1.72193 3.34199  -0.2193
H8 3.26530 1.35850 -2.37794  0.2336
H9 2.75270 -0.06504 -3.32507  0.2001
H10 5.71461 2.41469 0.45824  0.2166
C9 -1.92177 -0.92348 -2.43881  -0.0804
C10 -5.27863 0.78566 -2.54820  -0.6599
O1 2.71895 -0.93472 1.61359  -0.7118
H11 -5.75451 0.33964 -1.67222  0.2520
C11 -0.39881 -3.22900 2.52646  -0.2030
H12 -3.95186 -1.55179 -2.43367  0.2398
C12 0.35845 -0.02415 -2.44652  0.4479
C13 4.11197 1.17562 1.26210  -0.0630
O2 1.25433 0.98773 -2.39529  -0.4004
H13 2.75346 -0.13275 -1.53915  0.2199
C14 -1.02753 0.16963 -2.46444  -0.1725
C15 2.58123 0.50672 -2.40920  -0.2816
H14 -3.05375 -1.53258 3.69361  0.2354
H15 -2.39543 -3.81348 3.01345  0.2267
O3 3.00672 1.28531 2.12798  -0.5159
H16 -1.52870 -1.92463 -2.39800  0.2303
C16 -1.15177 -0.69708 3.27298  0.0073
C17 0.48800 -2.19174 2.46711  -0.0145
C18 -1.56900 1.47155 -2.50665  -0.0878
H17 -5.52598 1.84894 -2.56010  0.2356
H18 -3.33098 2.65659 -2.58495  0.2385
H19 -0.89774 2.31243 -2.53244  0.2425
H20 -0.09104 -4.21979 2.23738  0.2339
H21 0.73787 -1.03484 -2.48175  0.2037
H22 5.58807 2.44646 2.21816  0.2207